45
Properties=species:S:1:pos:R:3:forces:R:3 method="wB97M-V/def2-TZVPD" fmax_ev_per_a=5.05 orbital_gap_ev="6.066 / 7.900" homo_energy_ev="-3.6 / -5.4" total_charge=-1 spin_multiplicity=4 energy_ev=-59814.7436
V -16.943240 35.076846 14.321395 -1.750 -0.554 0.903
B -15.605159 36.019362 16.106961 0.597 0.500 0.200
H -15.700409 37.077470 15.918359 -0.496 3.985 -0.683
H -15.115633 35.912280 17.062547 1.870 -0.827 3.563
H -16.587505 35.582883 16.200372 -3.943 -2.008 0.210
H -14.992928 35.633931 15.306419 2.369 -1.621 -2.782
B -17.002987 36.988361 12.944164 0.323 0.005 -0.409
H -16.865877 37.056883 14.012222 0.300 0.566 4.011
H -17.551408 36.092995 12.695593 -2.128 -3.028 -1.248
H -17.452374 37.858833 12.491859 -1.881 3.336 -1.403
H -16.006818 36.865396 12.548214 3.921 -0.187 -1.917
Cl -17.957607 32.769355 15.035038 0.338 0.355 -0.434
C -14.303374 33.930835 10.873455 0.145 -1.028 2.319
C -14.475763 33.387035 12.392084 0.204 0.757 -0.716
C -13.173352 32.895145 13.141402 -1.722 -0.740 -1.206
O -12.136026 33.776526 13.062184 1.395 2.248 0.514
C -12.125492 34.787986 14.120306 1.030 -1.065 -0.663
N -15.133303 34.459083 13.214630 0.999 -0.957 -0.441
H -15.296296 34.295674 10.610579 0.129 -0.140 -0.315
H -13.986222 33.060619 10.298782 -0.147 0.186 -0.409
H -13.573617 34.734004 10.771116 0.017 -0.058 0.207
H -15.143002 32.530828 12.293104 -0.141 -0.077 0.247
H -12.808876 31.974716 12.685241 -0.171 -0.167 -0.311
H -13.415614 32.610761 14.165382 -0.291 0.210 0.311
H -11.373164 35.545254 13.899744 -0.458 0.270 -0.772
H -11.632662 34.327308 14.976464 -0.863 -0.227 0.609
H -13.125437 35.196439 14.266510 0.913 0.299 0.574
H -14.445946 34.655240 13.928193 -0.800 0.109 0.235
H -15.181660 35.314217 12.679363 0.063 0.380 -0.349
C -18.170750 33.710239 10.785076 -0.284 1.553 2.803
O -18.399402 34.231608 11.851301 -0.418 0.653 0.984
N -17.740328 34.341292 9.726587 1.073 1.341 -3.678
N -18.263406 32.415972 10.638375 -0.288 -3.907 -0.484
H -17.507139 35.323668 9.700924 -0.190 -0.268 0.385
H -17.311901 33.722197 9.053326 0.127 0.685 -0.176
H -18.241891 31.893507 11.502474 -0.406 -0.156 -0.244
H -18.439738 31.992404 9.738591 0.194 -0.152 0.465
C -19.961705 35.882503 14.000026 1.153 -0.078 0.603
O -19.135189 35.892612 14.868700 2.979 -0.234 2.074
N -20.088822 36.825474 13.123607 -1.327 3.003 -2.093
N -20.777192 34.888753 13.850074 -3.577 -3.560 -0.172
H -20.917051 36.735311 12.552646 0.810 0.548 -0.551
H -19.263487 37.360048 12.893048 -0.142 0.314 -0.110
H -21.545034 34.968444 13.198782 0.445 -0.369 -0.031
H -20.449343 33.961514 14.079954 0.030 0.101 0.380

=====

42
Properties=species:S:1:pos:R:3:forces:R:3 method="wB97M-V/def2-TZVPD" fmax_ev_per_a=5.17 orbital_gap_ev=9.353 homo_energy_ev=-9.5 smiles="CCN[C@@H](C=O)CC.O.O.O.O.O.O.O" energy_ev=-24525.8469
C -1.539680 0.188610 1.335098 -0.949 -1.667 1.807
C -0.842809 -1.098063 0.833666 0.027 -0.788 1.662
N 0.331327 -0.628168 0.120379 0.119 -1.139 -2.252
C 1.874132 -0.421583 -3.265965 -1.020 0.334 -1.824
C 1.820155 -0.801072 -1.775978 3.032 -3.670 -0.975
C 0.605968 -1.470843 -1.103421 1.503 -0.810 1.887
C -0.609064 -1.402338 -1.984543 -0.286 -2.761 0.711
O -1.275715 -2.358394 -2.326711 0.404 0.438 0.034
H -1.731143 1.011715 0.681498 0.539 -0.831 -1.107
H -2.450542 0.053501 1.986441 1.013 -0.167 -0.565
H -0.754283 0.585707 1.930504 0.438 0.770 1.100
H -0.309937 -1.638184 1.667288 -1.193 0.416 0.208
H -1.469384 -1.977368 0.459409 0.683 1.613 -0.586
H 0.161166 0.292035 -0.239365 -0.284 0.839 -0.148
H 2.968622 -0.265440 -3.594335 -1.856 -0.744 0.246
H 1.179938 -1.039614 -4.034580 2.163 0.653 1.858
H 1.409196 0.563189 -3.437655 0.186 -0.013 0.352
H 2.828093 -1.433855 -1.571030 -2.521 0.571 -0.598
H 2.157202 -0.033796 -1.174633 -0.094 2.384 0.702
H 0.859031 -2.535605 -0.617743 -0.768 2.007 -1.786
H -0.956466 -0.424647 -2.165866 -0.330 1.794 -0.569
H -3.506640 -2.221375 0.596010 -1.297 -1.520 -1.833
H -3.329543 -3.041894 -0.691864 2.067 -0.684 -1.951
O -3.984551 -2.807713 -0.094691 -0.825 2.226 3.708
H 1.259273 2.576101 0.788089 -0.270 0.129 -0.220
H 0.046058 3.352557 0.432620 -2.164 2.808 1.759
O 0.586266 2.720191 0.086267 2.977 -2.457 -0.916
H 2.053690 -0.775541 3.997234 1.530 -0.750 1.860
H 1.130723 -0.641315 3.006838 1.416 2.828 0.488
O 1.827646 -0.014477 3.496587 -3.084 -2.932 -1.966
H 2.685048 -0.065133 0.464668 -1.283 -0.126 -0.098
H 3.772295 -0.187955 1.490555 0.400 -0.055 1.133
O 3.611118 -0.210632 0.563386 1.055 -0.164 -0.744
H -2.265716 1.691986 -1.505288 0.241 1.230 -0.090
H -1.033041 2.794168 -1.008170 -1.441 -2.059 -0.962
O -1.384095 1.857742 -1.142817 0.654 0.592 -0.079
H -2.929598 3.290297 0.962779 0.731 0.642 -0.293
H -2.914234 1.784011 0.701839 2.235 -2.694 -1.754
O -3.375035 2.466937 1.043793 -3.801 2.745 2.182
H 2.285842 1.864077 3.162818 -0.258 0.805 -0.298
H 2.379203 1.086504 1.943873 -0.225 2.534 0.148
O 2.282321 2.066945 2.210719 0.536 -2.330 -0.232

=====

45
Properties=species:S:1:pos:R:3:forces:R:3 method="wB97M-V/def2-TZVPD" fmax_ev_per_a=2.80 orbital_gap_ev=10.632 homo_energy_ev=-10.2 smiles=OCCO.OCCO.OCCO.O.O.O.O.O energy_ev=-29197.3607
C 1.445150 0.081929 -1.913545 -1.025 -0.472 -0.101
C 2.312518 1.257622 -1.975325 2.639 0.223 0.909
O 2.948629 1.523937 -0.661244 -1.339 0.621 -1.236
O 0.293429 0.383182 -1.192853 -1.117 -0.159 1.426
H 2.012708 -0.709152 -1.442773 0.170 -0.649 -0.137
H 1.068627 -0.164062 -2.889479 0.649 -0.573 -0.960
H 1.797864 2.148255 -2.271178 -0.244 0.544 -0.061
H 3.147542 1.029993 -2.676565 -0.617 0.357 0.118
H 3.534887 0.794503 -0.510845 0.504 -0.582 0.191
H -0.277192 -0.404967 -1.054747 0.554 0.456 -0.165
C -3.310474 2.144618 -1.496017 -0.011 1.054 -0.039
C -1.959545 2.749979 -1.536020 1.765 0.523 1.188
O -1.607529 3.714058 -0.491926 -1.876 -0.205 -0.634
O -3.405706 1.172616 -0.502690 -0.140 -0.394 0.012
H -3.397411 1.749814 -2.505462 -0.620 -0.430 -0.128
H -4.040383 2.973079 -1.364832 -0.119 -0.563 -0.043
H -1.769747 3.241596 -2.457379 0.027 0.352 -1.155
H -1.220767 1.973261 -1.382943 0.192 -0.219 -0.324
H -2.378658 4.308979 -0.479913 0.613 0.046 0.323
H -2.561295 1.219232 -0.003034 -0.299 -0.189 0.364
C 1.249566 -3.920966 2.133820 -2.102 0.836 1.050
C 2.276030 -3.675123 1.109917 1.210 1.695 -1.463
O 1.922662 -3.196596 -0.200800 -0.438 -1.115 0.052
O 0.344413 -2.749751 2.363535 0.969 -2.516 -0.149
H 1.755092 -4.249698 3.049766 0.224 0.632 0.169
H 0.615381 -4.782007 1.965848 -0.498 0.068 -0.687
H 2.832689 -4.557070 0.850952 0.349 -0.565 0.472
H 2.952240 -2.895983 1.493097 0.196 -0.421 0.265
H 1.569785 -2.317980 -0.154513 -0.365 0.687 0.444
H 0.855716 -1.951705 2.230236 0.408 0.588 -0.038
O -2.193481 -1.458530 1.910532 -0.262 0.389 0.232
H -2.160401 -1.996159 2.709860 0.310 -0.007 -0.317
H -1.761108 -1.942911 1.184630 -0.071 -0.165 0.543
O 1.742485 -0.419434 1.586799 -1.601 -1.009 -0.903
H 2.496068 -0.009963 1.953748 1.060 1.069 0.452
H 1.195323 0.215715 1.085782 0.390 0.038 0.255
O 0.638381 3.789036 0.893859 -0.913 1.413 0.679
H 1.257450 3.123559 0.706791 1.398 -1.412 -0.524
H 0.108560 3.911496 0.096132 -0.155 -0.125 0.161
O -1.794919 -1.910010 -0.625096 -0.180 1.456 -0.092
H -2.126995 -2.490670 -1.310906 -0.197 0.017 -0.134
H -2.379932 -1.103164 -0.586405 0.392 -1.146 -0.229
O -1.235089 1.085269 1.083131 -0.137 -0.299 0.787
H -1.544844 0.389785 1.710459 0.118 0.196 -0.382
H -1.247701 1.924402 1.567594 0.189 -0.043 -0.191

=====

47
Properties=species:S:1:pos:R:3:forces:R:3 method="wB97M-V/def2-TZVPD" fmax_ev_per_a=3.26 orbital_gap_ev=8.429 homo_energy_ev=-8.5 smiles="C=Cc1cc[nH]c1.O.O.O.O.O.O.O.O.O.O.O" energy_ev=-30704.4665
C 0.787640 -0.682901 1.254857 0.206 0.354 -0.970
C 0.030527 -1.406142 0.365609 -0.664 1.063 1.380
N -1.263788 -0.951699 0.512307 0.112 -0.195 1.053
C -1.354509 0.031928 1.514111 0.763 -2.703 -1.663
C -0.073373 0.175720 1.970480 -0.082 1.811 0.632
C 0.334981 1.225849 2.937180 0.499 -1.130 -1.174
C -0.265808 1.396611 4.098983 -0.261 0.300 0.276
H 1.863573 -0.699260 1.179915 -0.005 -0.049 0.690
H 0.433486 -2.240282 -0.174143 -0.602 -0.057 -0.686
H -2.062116 -1.308478 0.023653 0.004 -0.108 -0.190
H -2.324588 0.260031 1.887891 -0.348 0.651 0.117
H 1.208653 1.741473 2.532735 0.056 0.277 0.913
H 0.110869 2.084817 4.839301 -0.175 0.240 0.050
H -1.187532 0.844539 4.305304 0.449 0.021 0.179
H 1.875571 0.791011 -2.381382 0.111 0.027 0.292
H 0.588570 -0.128515 -2.281485 -0.239 0.428 0.355
O 1.357537 0.108061 -2.817540 -0.350 0.393 -0.053
H 4.564911 1.526523 -0.988503 -0.540 -0.332 0.055
H 3.282772 0.727474 -0.567165 0.394 -0.312 0.095
O 3.595312 1.546530 -0.957510 -0.004 0.477 -0.207
H -0.680319 4.073136 0.786194 0.054 -0.139 -0.545
H -2.150918 4.014731 0.996989 -0.199 -0.064 -0.259
O -1.499782 3.938137 0.285425 0.214 0.290 1.335
H 1.788718 -3.059572 2.101088 0.477 -0.015 0.282
H 3.330454 -3.311401 1.811276 -0.560 0.000 0.218
O 2.495017 -2.995397 1.441425 0.324 -0.172 -0.500
H -1.863883 -0.615488 -2.608531 0.075 -0.004 0.260
H -0.722782 -1.682116 -2.623972 -0.334 -0.070 -0.107
O -1.235120 -1.095962 -2.049176 0.503 -0.356 -0.961
H 3.616209 -2.734814 -1.141227 -0.241 -0.103 -0.068
H 3.340026 -2.278976 -2.633917 0.273 -0.230 0.460
O 3.966185 -2.225235 -1.874836 0.207 0.293 -0.067
H -3.204891 1.605215 -2.074347 0.535 -0.589 0.861
H -2.499952 1.128081 -0.791364 0.277 0.062 -0.104
O -2.976120 0.789284 -1.556162 -0.906 0.199 -0.600
H 1.809022 -1.305170 -3.253225 0.358 -1.200 -0.433
H 2.461761 -1.398734 -4.506649 0.237 -0.745 -0.448
O 2.155877 -2.049425 -3.854503 -0.451 1.405 0.257
H -5.388482 -0.783267 -0.999794 -0.121 0.280 0.279
H -4.648255 0.503830 -0.699490 -0.446 -0.443 0.085
O -5.435111 -0.011434 -0.414315 0.464 -0.009 -0.336
H 1.001735 -2.096129 4.816106 0.033 -0.073 0.075
H 0.686665 -1.423565 3.484104 -0.092 0.044 -0.138
O 0.858151 -2.283614 3.885226 0.017 -0.108 0.086
H -2.266403 3.630625 -1.163748 -0.143 -0.292 -0.588
H -1.839102 3.356673 -2.602100 -0.215 -0.002 -0.001
O -2.601370 3.267313 -2.015075 0.336 0.887 -0.188